C5H10 | ωB97M-V with the def2-TZVPD basis set

Computed properties:
Relative energy (zero: lowest compared OMol25 entry of this formula, charge and spin) ... 408.6 kJ/mol
Energy ... -5343.031 eV
Kohn-Sham gap ... 9.92 eV
M ... 70.1 Da

Each atom is followed by the atoms it is bonded to, with distances in Å.
Element x y z (Å)
1 C 2.0943 -0.6664 -0.2205  C2 1.569, H6 0.972, H7 0.882, H8 1.150
2 C 1.3272 0.6219 0.2417  C1 1.569, C3 1.427, H9 1.256, H10 1.064
3 C -0.0296 0.5729 -0.1967  C2 1.427, C4 1.376, H11 1.278
4 C -1.0442 -0.2393 0.2543  C3 1.376, C5 1.480, H12 1.160
5 C -2.4727 -0.1491 -0.1242  C4 1.480, H13 1.146, H14 1.301, H15 0.979
6 H 1.7084 -1.5107 0.0689  C1 0.972
7 H 2.0355 -0.6949 -1.1005  C1 0.882
8 H 3.1784 -0.7598 0.1516  C1 1.150
9 H 1.3999 0.7005 1.4934  C2 1.256
10 H 1.8832 1.4604 -0.1032  C2 1.064
11 H -0.2536 1.5462 -0.9937  C3 1.278
12 H -0.6748 -0.8198 1.1885  C4 1.160
13 H -3.0616 0.0365 0.8412  C5 1.146
14 H -2.8704 -1.3401 -0.4650  C5 1.301
15 H -2.5947 0.5412 -0.8082  C5 0.979